Entry 1:
DFT (ωB97M-V/def2-TZVPD) results for one molecule with the formula C17H26N2OS2 in a non-equilibrium geometry.

Structure (XYZ):
```
48
Properties=species:S:1:pos:R:3:lowdin_charge:R:1
C 7.2491 0.7420 -0.6097 -0.11
H 6.7006 -0.0618 -1.0935 0.06
C 6.3042 1.6931 0.1155 -0.27
C 5.5935 1.0472 1.3062 -0.23
C 4.6849 -0.1315 0.9539 -0.22
C 3.5146 0.2515 0.0511 -0.22
C 2.5596 -0.9206 -0.1618 -0.23
C 1.3891 -0.5417 -1.0658 -0.27
C 0.4118 -1.6881 -1.2336 -0.31
H -0.3871 -1.4507 -1.9333 0.09
H 0.9131 -2.6015 -1.5524 0.09
S -0.3604 -2.1341 0.4022 0.94
O -0.8537 -3.5113 0.2062 -0.53
C -1.8157 -1.0897 0.2438 -0.63
C -3.1255 -1.4886 0.2489 -0.34
N -3.5235 -2.7932 0.3872 0.12
H -4.3438 -3.0744 -0.1217 0.08
H -2.7507 -3.4494 0.3469 0.06
C -4.0247 -0.3623 0.1758 -0.13
C -5.4275 -0.2832 0.1572 -0.19
C -5.9871 0.9800 0.0824 0.01
C -5.1885 2.1277 0.0332 -0.33
N -3.8697 2.0619 0.0718 0.10
C -3.3267 0.8631 0.1460 -0.53
S -1.6078 0.6508 0.2311 1.05
C -5.7970 3.4902 -0.0564 -0.04
H -5.0102 4.2381 -0.0623 0.08
H -6.4563 3.6657 0.7921 0.08
H -6.3867 3.5802 -0.9674 0.08
H -7.0613 1.0899 0.0670 0.12
C -6.3064 -1.4926 0.2268 -0.04
H -7.3426 -1.1951 0.3701 0.08
H -6.2461 -2.0631 -0.7007 0.09
H -6.0071 -2.1345 1.0529 0.08
H 0.8676 0.3198 -0.6432 0.06
H 1.7675 -0.2472 -2.0483 0.12
H 2.1752 -1.2538 0.8047 0.09
H 3.1058 -1.7564 -0.6062 0.12
H 2.9677 1.0827 0.5016 0.12
H 3.8878 0.5843 -0.9189 0.11
H 4.2868 -0.5429 1.8849 0.11
H 5.2699 -0.9193 0.4765 0.11
H 6.3492 0.7007 2.0160 0.11
H 4.9956 1.8112 1.8094 0.11
H 5.5670 2.0824 -0.5885 0.10
H 6.8791 2.5450 0.4870 0.10
H 7.8086 1.2763 -1.3746 0.07
H 7.9581 0.3035 0.0896 0.07
```

Output
- highest occupied orbital energy (eV) = -7.66
- E (a.u.) = -1644.50537
- HOMO-LUMO gap (eV) = 8.4
- ΔE to the lowest compared entry with this formula, charge and spin (kJ/mol) = 19.63



Entry 2:
DFT (ωB97M-V/def2-TZVPD) results for a 3-piece molecular cluster, H2O5P2 overall in a non-equilibrium geometry.

Structure (XYZ):
```
9
Properties=species:S:1:pos:R:3:lowdin_charge:R:1
O 3.6876 3.5710 1.6465 -0.65
O 3.0557 3.0390 3.9783 -0.66
O -0.8216 -1.4259 -1.4786 -0.59
O -2.7659 -1.9557 0.1256 -0.14
O 0.2226 -2.2852 -3.5136 -0.63
P -0.8887 -1.4298 -2.9724 0.38
P 2.7384 3.8740 2.7674 0.31
H -1.8960 -2.1025 -0.2057 -0.06
H -3.3321 -1.2849 -0.3475 0.04
```

Output
- charge = -2
- highest occupied orbital energy (eV) = -2.06
- E (a.u.) = -1060.27149
- HOMO-LUMO gap (eV) = 8.1
- ΔE to the lowest compared entry with this formula, charge and spin (kJ/mol) = 108.68